Record 1
Below is a 2-piece molecular cluster, C3H5IO overall at a distorted geometry, with properties calculated with the ωB97M-V functional and the def2-TZVPD basis.

Output
- lowest unoccupied orbital energy (eV) = 0.7
- SMILES = C#COC.I
- E (eV) = -13336.32827
- molar mass (g mol⁻¹) = 183.976
- Kohn-Sham gap (eV) = 10.2

Geometry (Å):
1 C 1.50 -1.01 0.35
2 C 0.50 -0.39 0.65
3 O -0.55 0.36 0.62
4 C -0.56 1.74 0.31
5 H 2.17 -1.78 0.49
6 H -1.27 2.41 0.79
7 H -0.52 1.94 -0.83
8 H 0.45 1.95 0.70
9 I -1.63 -2.52 -1.66
10 H -0.10 -2.70 -1.42

Record 2
Below is a 2-piece molecular cluster, C9H14 overall at a distorted geometry, with properties calculated with the ωB97M-V functional and the def2-TZVPD basis.

Output
- lowest unoccupied orbital energy (eV) = 1.0
- SMILES = Cc1ccccc1.CC
- E (eV) = -9558.78248
- molar mass (g mol⁻¹) = 122.211
- Kohn-Sham gap (eV) = 9.8

Geometry (Å):
1 C 1.77 0.67 -0.82
2 C 0.43 1.03 -1.35
3 C 0.16 0.82 -2.72
4 C -1.10 0.91 -3.24
5 C -2.03 1.50 -2.40
6 C -1.87 1.69 -1.01
7 C -0.65 1.27 -0.48
8 H 2.11 1.39 -0.08
9 H 2.52 0.90 -1.60
10 H 1.90 -0.38 -0.60
11 H 1.10 0.37 -3.07
12 H -1.47 0.55 -4.19
13 H -3.00 1.69 -2.82
14 H -2.83 1.90 -0.56
15 H -0.48 1.27 0.59
16 C 0.69 -2.50 3.43
17 C 0.11 -1.34 2.62
18 H 1.71 -2.46 3.83
19 H 0.12 -2.54 4.38
20 H 0.83 -3.47 2.95
21 H -0.94 -1.49 2.40
22 H 0.66 -1.43 1.67
23 H 0.25 -0.36 3.06

Record 3
Below is C27H62BIN15O30 as an isolated structure at a distorted geometry, with properties calculated with the ωB97M-V functional and the def2-TZVPD basis.

Output
- lowest unoccupied orbital energy (eV) = -3.1
- E (eV) = -121515.95959
- molar mass (g mol⁻¹) = 1214.584
- Kohn-Sham gap (eV) = 8.4
- total charge = +1

Geometry (Å):
1 C -0.66 -2.64 2.35
2 O -1.54 -1.73 1.68
3 B -1.97 -0.66 2.36
4 O -2.61 -0.79 3.56
5 N -1.66 0.78 1.84
6 C -0.16 0.93 1.70
7 C 0.36 0.46 0.37
8 C -0.20 1.41 -0.67
9 C -1.75 1.38 -0.72
10 C -2.16 0.43 -1.87
11 C -1.50 -0.93 -1.93
12 C -1.96 -2.08 -1.29
13 C -1.28 -3.29 -1.42
14 C -0.15 -3.41 -2.22
15 C 0.29 -2.28 -2.90
16 C -0.36 -1.07 -2.74
17 C -2.47 1.24 0.64
18 I -4.29 0.05 0.62
19 H 0.36 -2.27 2.33
20 H -0.95 -2.81 3.38
21 H -0.70 -3.59 1.82
22 H -2.45 -0.08 4.19
23 H -1.92 1.38 2.62
24 H 0.05 2.00 1.75
25 H 0.34 0.49 2.56
26 H 0.15 -0.58 0.16
27 H 1.44 0.57 0.46
28 H 0.07 2.41 -0.32
29 H 0.23 1.31 -1.66
30 H -2.01 2.37 -1.09
31 H -1.81 0.94 -2.77
32 H -3.24 0.39 -2.01
33 H -2.86 -2.05 -0.69
34 H -1.64 -4.16 -0.89
35 H 0.38 -4.34 -2.33
36 H 1.15 -2.36 -3.56
37 H 0.01 -0.21 -3.29
38 H -2.88 2.20 0.90
39 C 4.75 3.00 0.64
40 N 3.31 2.65 0.69
41 O 2.86 2.15 1.70
42 O 2.65 2.89 -0.30
43 H 5.21 2.74 1.58
44 H 5.19 2.44 -0.19
45 H 4.81 4.07 0.45
46 C 8.16 0.85 2.92
47 N 7.72 1.44 1.64
48 O 8.09 2.55 1.34
49 O 7.01 0.74 0.94
50 H 8.80 1.56 3.44
51 H 7.27 0.62 3.51
52 H 8.70 -0.05 2.64
53 C 8.33 -3.39 0.76
54 N 9.11 -2.13 0.93
55 O 9.31 -1.46 -0.06
56 O 9.48 -1.87 2.06
57 H 8.07 -3.49 -0.29
58 H 8.95 -4.21 1.10
59 H 7.44 -3.29 1.37
60 C -6.40 -1.88 3.57
61 N -7.70 -1.51 2.96
62 O -8.54 -0.99 3.66
63 O -7.83 -1.76 1.78
64 H -6.41 -1.60 4.62
65 H -6.29 -2.96 3.46
66 H -5.63 -1.35 3.02
67 C 7.77 0.25 -2.27
68 N 6.38 0.41 -2.77
69 O 5.53 0.80 -1.99
70 O 6.18 0.13 -3.93
71 H 7.80 0.53 -1.22
72 H 8.05 -0.79 -2.40
73 H 8.41 0.90 -2.87
74 C -4.57 3.19 -4.29
75 N -3.16 3.38 -3.86
76 O -2.89 4.36 -3.19
77 O -2.35 2.55 -4.21
78 H -5.16 4.01 -3.90
79 H -4.58 3.18 -5.38
80 H -4.90 2.24 -3.89
81 C -4.66 -5.73 -2.12
82 N -3.79 -6.56 -1.25
83 O -2.60 -6.32 -1.25
84 O -4.32 -7.42 -0.58
85 H -4.04 -5.02 -2.65
86 H -5.16 -6.41 -2.81
87 H -5.39 -5.24 -1.49
88 C 3.12 -3.37 1.93
89 N 4.58 -3.24 2.17
90 O 4.96 -2.32 2.85
91 O 5.31 -4.07 1.66
92 H 2.65 -2.55 2.46
93 H 2.95 -3.31 0.86
94 H 2.80 -4.33 2.32
95 C 4.10 -5.25 -2.62
96 N 3.47 -4.56 -1.46
97 O 3.32 -5.20 -0.44
98 O 3.16 -3.40 -1.61
99 H 4.32 -6.27 -2.34
100 H 3.38 -5.21 -3.44
101 H 5.00 -4.69 -2.88
102 C 0.32 4.59 -2.50
103 N 1.09 5.85 -2.33
104 O 1.38 6.48 -3.32
105 O 1.37 6.17 -1.19
106 H 0.13 4.43 -3.55
107 H 0.92 3.79 -2.08
108 H -0.61 4.71 -1.96
109 C 1.64 9.22 -0.13
110 N 0.86 9.80 1.01
111 O 0.68 9.11 1.99
112 O 0.46 10.94 0.87
113 H 1.92 8.21 0.14
114 H 0.99 9.23 -1.00
115 H 2.51 9.85 -0.29
116 C -3.96 -5.05 1.96
117 N -4.36 -5.35 3.37
118 O -3.71 -6.16 3.98
119 O -5.32 -4.74 3.79
120 H -3.10 -5.66 1.71
121 H -4.81 -5.30 1.33
122 H -3.73 -3.99 1.90
123 C -2.42 9.71 0.73
124 N -3.78 9.81 0.13
125 O -4.67 10.24 0.83
126 O -3.90 9.46 -1.03
127 H -2.46 10.05 1.75
128 H -2.13 8.66 0.68
129 H -1.75 10.33 0.14
130 C -9.87 -5.10 0.44
131 N -8.62 -4.61 -0.20
132 O -7.59 -4.66 0.44
133 O -8.71 -4.19 -1.33
134 H -9.63 -5.45 1.44
135 H -10.57 -4.27 0.47
136 H -10.25 -5.91 -0.17

Record 4
Below is C6H16N2 in the gas phase at a distorted geometry, with properties calculated with the ωB97M-V functional and the def2-TZVPD basis.

Output
- lowest unoccupied orbital energy (eV) = 1.0
- SMILES = CN(C)CCCCN
- E (eV) = -9460.35026
- molar mass (g mol⁻¹) = 116.208
- Kohn-Sham gap (eV) = 9.0

Geometry (Å):
1 C -1.06 -2.33 0.88
2 N 0.26 -1.78 0.61
3 C 1.32 -2.70 0.43
4 C 0.26 -0.54 -0.16
5 C -0.38 0.64 0.58
6 C -1.00 1.65 -0.39
7 C -0.27 3.00 -0.56
8 N 1.02 2.93 -1.20
9 H -0.85 -3.14 1.58
10 H -1.44 -2.72 -0.06
11 H -1.67 -1.69 1.51
12 H 1.93 -2.53 -0.44
13 H 2.03 -2.80 1.27
14 H 1.04 -3.74 0.19
15 H -0.32 -0.77 -1.07
16 H 1.29 -0.25 -0.33
17 H -1.13 0.45 1.34
18 H 0.44 1.13 1.12
19 H -0.99 1.24 -1.41
20 H -2.06 1.86 -0.26
21 H -0.94 3.70 -1.05
22 H -0.10 3.40 0.44
23 H 1.07 2.81 -2.21
24 H 1.57 2.17 -0.82

| no. | E_HOMO (eV) |
| --- | --- |
| 1 | -9.4 |
| 2 | -8.9 |
| 3 | -11.6 |
| 4 | -8.0 |